Molecular formula: C31H29IO3PRuSSb
Method: DFT, ωB97M-V/def2-TZVPD

Last column: Mulliken spin population.
Element x y z (Å)
Ru  0.160  0.819  1.122  0.8617
I  2.382  0.782  2.445  -0.0202
C  1.947  -1.018  3.461  -0.0105
C  2.795  -1.645  4.321  0.0124
C  2.328  -2.789  4.995  -0.0104
C  1.051  -3.244  4.800  0.0138
C  0.170  -2.592  3.909  -0.0074
C  -1.171  -3.010  3.713  0.0560
C  -1.999  -2.321  2.869  -0.0247
C  -1.516  -1.202  2.162  -0.0293
C  -0.211  -0.777  2.281  0.0317
C  0.636  -1.460  3.199  0.0491
H  3.796  -1.276  4.502  0.0006
H  2.986  -3.298  5.685  -0.0003
H  0.697  -4.113  5.340  0.0007
H  -1.535  -3.871  4.260  0.0025
H  -3.028  -2.625  2.738  0.0003
H  -2.198  -0.667  1.503  -0.0020
O  -0.829  2.005  -0.564  0.0533
S  0.015  3.220  -0.272  0.0031
O  -0.565  4.490  -0.529  0.0084
O  0.533  3.005  1.089  0.0447
C  1.408  2.969  -1.358  0.0044
C  1.965  4.071  -1.977  0.0009
C  3.009  3.903  -2.878  -0.0014
C  3.476  2.631  -3.164  0.0007
C  2.917  1.524  -2.538  -0.0028
C  1.876  1.676  -1.624  0.0054
P  1.173  0.195  -0.835  -0.0089
C  2.504  -1.031  -0.758  -0.0037
C  2.178  -2.383  -0.859  -0.0013
C  3.164  -3.349  -0.732  0.0009
C  4.481  -2.975  -0.517  -0.0017
C  4.815  -1.630  -0.431  0.0018
C  3.833  -0.662  -0.544  -0.0050
C  -0.107  -0.481  -1.919  -0.0070
C  -0.153  -0.138  -3.267  -0.0022
C  -1.153  -0.656  -4.075  0.0006
C  -2.106  -1.512  -3.543  -0.0010
C  -2.058  -1.858  -2.200  -0.0009
C  -1.062  -1.342  -1.387  -0.0129
H  1.564  5.053  -1.764  -0.0005
H  3.445  4.767  -3.361  -0.0001
H  4.277  2.491  -3.877  0.0000
H  3.298  0.537  -2.769  0.0001
H  1.157  -2.689  -1.045  0.0027
H  2.900  -4.395  -0.812  0.0000
H  5.252  -3.729  -0.432  -0.0001
H  5.845  -1.333  -0.280  0.0001
H  4.110  0.383  -0.486  0.0003
H  0.575  0.545  -3.686  -0.0005
H  -1.191  -0.384  -5.121  0.0002
H  -2.890  -1.908  -4.175  0.0000
H  -2.799  -2.529  -1.783  0.0001
H  -1.024  -1.621  -0.341  -0.0015
C  -4.154  3.792  0.678  0.0000
Sb  -3.764  1.683  0.604  -0.0010
C  -4.105  1.437  -1.506  0.0003
C  -5.733  1.060  1.228  -0.0002
H  -5.051  4.026  0.105  0.0000
H  -3.309  4.346  0.269  -0.0001
H  -4.300  4.100  1.712  0.0000
H  -4.952  2.042  -1.827  0.0002
H  -4.313  0.389  -1.724  0.0001
H  -3.214  1.733  -2.060  0.0001
H  -6.506  1.566  0.650  0.0001
H  -5.873  1.287  2.284  0.0000
H  -5.844  -0.016  1.098  0.0000

Its spin multiplicity is 2. The value obtained for the energy above the lowest of the compared OMol25 structures with the same formula, charge and spin is 22.1 kcal per mole. As for the strongest force on any atom: 1.07 eV/Å. Its total energy is -76097.3912 eV. As for the molar mass: 862.35 g mol⁻¹. The charge is +1.